(1)
Here is an isolated molecule of C27H38N6O3 from the Open Molecules 2025 dataset. Energies are from ωB97M-V/def2-TZVPD.

Computed properties:
SMILES: CCc1c(C)nc2cc(-c3cc(OC)cc(OC)c3)nn2c1N1CCN(CCN2CCOCC2)CC1
Orbital gap: 8.523 eV
LUMO energy: 0.52 eV
HOMO: -0.2942 Ha
Total charge: 0

Atoms and positions in Å:
1 C 1.790 1.444 5.548
2 H 1.759 0.466 5.077
3 H 1.405 1.353 6.561
4 H 2.827 1.767 5.601
5 C 0.944 2.437 4.749
6 C 1.490 2.622 3.361
7 C 1.050 1.802 2.350
8 N 1.580 1.982 1.111
9 N 1.288 1.309 0.012
10 C 2.052 1.827 -0.961
11 C 2.858 2.862 -0.469
12 C 2.547 2.960 0.879
13 N 2.977 3.753 1.856
14 C 2.477 3.604 3.055
15 C 2.991 4.542 4.100
16 H 2.189 5.184 4.461
17 H 3.768 5.161 3.661
18 H 3.400 3.997 4.948
19 H 3.568 3.462 -0.995
20 C 1.954 1.287 -2.308
21 C 2.698 1.823 -3.355
22 C 2.576 1.281 -4.629
23 C 1.716 0.211 -4.848
24 C 0.971 -0.325 -3.802
25 C 1.091 0.215 -2.530
26 H 0.536 -0.164 -1.689
27 O 0.158 -1.370 -4.124
28 C -0.626 -1.942 -3.105
29 H -1.190 -2.742 -3.582
30 H -1.321 -1.212 -2.676
31 H -0.007 -2.362 -2.306
32 H 1.626 -0.205 -5.837
33 O 3.251 1.725 -5.727
34 C 4.133 2.810 -5.580
35 H 4.548 2.989 -6.571
36 H 3.611 3.711 -5.240
37 H 4.947 2.578 -4.885
38 H 3.357 2.653 -3.162
39 N 0.074 0.806 2.561
40 C 0.572 -0.537 2.279
41 C -0.496 -1.553 2.663
42 N -1.684 -1.312 1.867
43 C -2.191 0.011 2.174
44 C -1.145 1.053 1.797
45 H -1.508 2.054 2.045
46 H -0.956 0.993 0.716
47 H -3.097 0.193 1.594
48 H -2.436 0.107 3.248
49 C -2.685 -2.351 2.006
50 H -3.202 -2.307 2.980
51 C -3.712 -2.280 0.866
52 N -4.229 -3.600 0.547
53 C -3.352 -4.335 -0.350
54 H -2.348 -4.375 0.074
55 C -3.892 -5.755 -0.522
56 O -5.200 -5.745 -1.043
57 C -6.056 -5.007 -0.205
58 C -5.564 -3.570 -0.025
59 H -6.234 -3.044 0.659
60 H -5.578 -3.058 -1.004
61 H -7.039 -5.022 -0.681
62 H -6.118 -5.489 0.782
63 H -3.283 -6.318 -1.231
64 H -3.884 -6.262 0.455
65 H -3.295 -3.846 -1.340
66 H -4.553 -1.651 1.163
67 H -3.227 -1.814 -0.008
68 H -2.174 -3.314 1.952
69 H -0.125 -2.559 2.453
70 H -0.706 -1.473 3.745
71 H 1.477 -0.701 2.870
72 H 0.811 -0.657 1.213
73 H 0.914 3.395 5.269
74 H -0.071 2.048 4.671

Löwdin atomic charge list, values in e, 8 entries:
1 C -0.08
2 H 0.06
3 H 0.07
4 H 0.07
5 C -0.19
6 C -0.10
7 C -0.16
8 N 0.02

(2)
Here is a structure of composition C26H43Cl2ErOP from the Open Molecules 2025 dataset. Energies are from ωB97M-V/def2-TZVPD.

Computed properties:
⟨S²⟩: 3.75
Orbital gap (spin up / spin down): 4.041 / 4.053 eV
2S+1: 4
LUMO energy (spin up / spin down): 2.28 / 2.27 eV
HOMO (spin up / spin down): -0.0648 / -0.0655 Ha
Total charge: -1

Atoms and positions in Å:
1 P -0.121 0.793 -0.166
2 C -1.774 0.296 -0.901
3 C -2.237 1.107 -2.117
4 C -3.677 0.720 -2.486
5 C -3.858 -0.787 -2.706
6 C -3.270 -1.621 -1.561
7 C -1.834 -1.204 -1.210
8 C 1.280 0.187 -1.258
9 C 1.175 0.551 -2.741
10 C 2.483 0.172 -3.453
11 C 2.875 -1.295 -3.248
12 C 2.836 -1.718 -1.776
13 C 1.527 -1.320 -1.084
14 C -0.063 2.654 -0.310
15 C -1.209 3.293 0.493
16 C -1.189 4.825 0.440
17 C 0.175 5.408 0.822
18 C 1.330 4.754 0.057
19 C 1.308 3.216 0.102
20 H -2.463 0.495 -0.056
21 H -1.565 0.906 -2.964
22 H -2.191 2.189 -1.926
23 H -3.990 1.277 -3.376
24 H -4.335 1.034 -1.665
25 H -4.926 -1.014 -2.818
26 H -3.377 -1.076 -3.650
27 H -3.895 -1.495 -0.668
28 H -3.288 -2.685 -1.822
29 H -1.462 -1.788 -0.354
30 H -1.180 -1.419 -2.069
31 H 2.158 0.709 -0.835
32 H 3.284 0.810 -3.058
33 H 0.973 1.626 -2.877
34 H 0.333 0.005 -3.196
35 H 2.393 0.398 -4.521
36 H 3.879 -1.466 -3.653
37 H 2.191 -1.933 -3.823
38 H 2.984 -2.800 -1.685
39 H 3.664 -1.236 -1.239
40 H 1.568 -1.587 -0.018
41 H 0.687 -1.884 -1.513
42 H -0.214 2.853 -1.390
43 H -2.190 2.931 0.152
44 H -1.144 2.971 1.542
45 H -1.457 5.152 -0.574
46 H -1.961 5.221 1.112
47 H 0.333 5.261 1.898
48 H 0.173 6.487 0.634
49 H 2.287 5.116 0.450
50 H 1.280 5.067 -0.994
51 H 2.094 2.831 -0.566
52 H 1.581 2.861 1.109
53 Er 0.239 0.166 2.619
54 Cl 2.691 0.509 2.242
55 Cl -2.119 0.973 2.877
56 C -0.312 -1.926 2.063
57 H -1.399 -2.049 1.920
58 C 0.392 -3.142 2.059
59 C 1.842 -3.147 2.120
60 C 2.545 -4.341 2.103
61 C 1.866 -5.572 2.042
62 C 0.457 -5.592 1.983
63 C -0.271 -4.415 1.986
64 H 2.357 -2.174 2.168
65 H 3.637 -4.320 2.135
66 H -0.067 -6.548 1.929
67 H -1.365 -4.419 1.925
68 H 2.426 -6.509 2.035
69 C -0.430 -0.823 5.630
70 O 0.417 0.048 4.857
71 H -0.333 -1.825 5.195
72 H -1.459 -0.484 5.517
73 H -0.104 -0.818 6.678
74 H 1.015 0.557 5.434

Löwdin atomic charge list, values in e, 8 entries:
1 P 1.03
2 C -0.42
3 C -0.21
4 C -0.20
5 C -0.21
6 C -0.19
7 C -0.21
8 C -0.43

(3)
Here is an isolated molecule of C5H3N from the Open Molecules 2025 dataset. Energies are from ωB97M-V/def2-TZVPD.

Computed properties:
Orbital gap: 9.121 eV
LUMO energy: -0.85 eV
HOMO: -0.3663 Ha
Total charge: 0

Atoms and positions in Å:
1 C 0.110 0.873 -0.058
2 C 1.682 0.122 -1.344
3 C 0.791 -0.423 -0.538
4 C -0.859 0.734 0.798
5 C -0.052 -2.777 -0.316
6 N 0.331 -1.684 -0.290
7 H 0.435 1.893 -0.430
8 H -1.443 1.619 1.041
9 H -0.994 -0.356 1.136

Löwdin atomic charge list, values in e, 8 entries:
1 C -0.20
2 C 0.29
3 C -0.44
4 C 0.00
5 C 0.08
6 N -0.02
7 H 0.13
8 H 0.07

(4)
Here is a cluster of 4 separate species, C28H30N2O3 in total from the Open Molecules 2025 dataset. Energies are from ωB97M-V/def2-TZVPD.

Computed properties:
SMILES: O=C(O)NCCC(=O)Nc1ccccc1.c1ccccc1.c1ccccc1.c1ccccc1
Orbital gap: 9.614 eV
LUMO energy: 0.49 eV
HOMO: -0.3351 Ha
Total charge: 0

Atoms and positions in Å:
1 O -6.869 3.387 -8.368
2 C -6.352 3.180 -7.291
3 O -6.975 3.569 -6.149
4 N -5.083 2.580 -7.119
5 C -5.150 1.145 -6.718
6 C -5.461 0.945 -5.236
7 C -4.242 1.068 -4.342
8 O -4.003 0.198 -3.526
9 N -3.420 2.228 -4.469
10 C -3.569 3.118 -3.350
11 C -3.883 4.429 -3.588
12 C -4.035 5.268 -2.529
13 C -3.908 4.865 -1.240
14 C -3.585 3.558 -0.997
15 C -3.412 2.723 -2.057
16 H -6.285 3.636 -5.475
17 H -4.677 2.589 -8.048
18 H -4.226 0.638 -6.984
19 H -5.929 0.663 -7.318
20 H -5.829 -0.071 -5.129
21 H -6.283 1.577 -4.906
22 H -3.808 2.741 -5.259
23 H -4.019 4.829 -4.584
24 H -4.268 6.308 -2.717
25 H -4.059 5.545 -0.419
26 H -3.478 3.194 0.013
27 H -3.141 1.696 -1.861
28 C 0.803 3.363 2.454
29 C 1.761 2.375 2.275
30 C 1.674 1.510 1.192
31 C 0.634 1.640 0.283
32 C -0.323 2.631 0.460
33 C -0.240 3.489 1.547
34 H 0.869 4.035 3.300
35 H 2.576 2.278 2.982
36 H 2.418 0.734 1.056
37 H 0.568 0.969 -0.564
38 H -1.132 2.733 -0.250
39 H -0.989 4.259 1.687
40 C 3.702 -1.839 4.413
41 C 4.902 -2.534 4.434
42 C 6.027 -1.998 3.823
43 C 5.954 -0.760 3.199
44 C 4.755 -0.063 3.181
45 C 3.627 -0.604 3.784
46 H 2.824 -2.259 4.886
47 H 4.961 -3.497 4.926
48 H 6.963 -2.543 3.835
49 H 6.833 -0.339 2.726
50 H 4.698 0.904 2.695
51 H 2.690 -0.061 3.765
52 C 5.196 -7.501 3.432
53 C 5.705 -6.486 4.231
54 C 5.455 -6.486 5.596
55 C 4.703 -7.505 6.164
56 C 4.197 -8.521 5.366
57 C 4.441 -8.517 3.999
58 H 5.389 -7.499 2.367
59 H 6.297 -5.694 3.788
60 H 5.846 -5.691 6.219
61 H 4.511 -7.507 7.230
62 H 3.612 -9.317 5.809
63 H 4.042 -9.307 3.376

Löwdin atomic charge list, values in e, 8 entries:
1 O 0.12
2 C -0.57
3 O 0.11
4 N 0.04
5 C -0.16
6 C -0.08
7 C -0.43
8 O 0.10

(5)
Here is an isolated molecule of C4H7N3 from the Open Molecules 2025 dataset. Energies are from ωB97M-V/def2-TZVPD.

Computed properties:
Orbital gap: 8.897 eV
LUMO energy: 0.76 eV
HOMO: -0.2990 Ha
Total charge: 0

Atoms and positions in Å:
1 C -0.603 1.771 0.030
2 C -1.145 -0.784 0.178
3 C -0.602 -2.163 0.162
4 C 1.732 0.859 -0.373
5 N -1.904 1.397 0.198
6 N -1.996 0.068 0.268
7 N 0.354 0.903 0.052
8 H -0.418 2.856 0.130
9 H -0.660 -2.648 -0.776
10 H 0.379 -2.038 0.504
11 H -1.203 -2.741 0.882
12 H 1.699 0.965 -1.417
13 H 2.226 1.617 0.291
14 H 2.141 -0.063 -0.130

Löwdin atomic charge list, values in e, 8 entries:
1 C -0.28
2 C -0.04
3 C -0.03
4 C -0.10
5 N -0.04
6 N 0.00
7 N -0.05
8 H 0.12

(6)
Here is an isolated molecule of C28H32N2O5 from the Open Molecules 2025 dataset. Energies are from ωB97M-V/def2-TZVPD.

Computed properties:
SMILES: CCO[C@H]1OC(C(=O)NCc2ccccc2)=C[C@@H](c2cn(C(C)=O)c3ccccc23)[C@@H]1CCCO
Orbital gap: 8.660 eV
LUMO energy: 0.51 eV
HOMO: -0.2994 Ha
Total charge: 0

Atoms and positions in Å:
1 C -0.301 -1.945 -2.742
2 C 0.740 -0.832 -2.829
3 H 0.405 -0.058 -3.535
4 H 1.692 -1.240 -3.179
5 O 1.054 -0.237 -1.583
6 C 0.170 0.725 -1.104
7 C 0.861 1.461 0.054
8 C 0.019 2.662 0.503
9 C 0.215 3.906 -0.364
10 C 1.552 4.606 -0.103
11 O 1.673 5.813 -0.816
12 H 1.603 5.627 -1.759
13 H 2.390 3.937 -0.344
14 H 1.625 4.887 0.950
15 H 0.148 3.641 -1.423
16 H -0.583 4.620 -0.151
17 H 0.274 2.918 1.533
18 H -1.035 2.375 0.490
19 H 1.830 1.799 -0.320
20 C 1.104 0.459 1.203
21 C 2.347 -0.344 0.960
22 C 2.437 -1.658 0.651
23 N 3.761 -2.033 0.463
24 C 4.226 -3.285 0.109
25 O 5.404 -3.511 -0.041
26 C 3.161 -4.337 -0.078
27 H 2.600 -4.483 0.842
28 H 2.474 -4.043 -0.869
29 H 3.646 -5.270 -0.353
30 C 4.546 -0.900 0.669
31 C 5.920 -0.732 0.609
32 C 6.423 0.529 0.873
33 C 5.586 1.595 1.193
34 C 4.217 1.432 1.254
35 C 3.688 0.174 0.985
36 H 3.572 2.259 1.511
37 H 6.019 2.563 1.397
38 H 7.490 0.689 0.833
39 H 6.570 -1.556 0.367
40 H 1.637 -2.361 0.547
41 C -0.082 -0.433 1.371
42 C -1.051 -0.530 0.463
43 O -1.074 0.180 -0.717
44 C -2.221 -1.431 0.675
45 O -2.273 -2.216 1.604
46 N -3.185 -1.309 -0.262
47 H -3.097 -0.563 -0.935
48 C -4.445 -2.015 -0.181
49 C -5.563 -1.098 0.244
50 C -6.639 -0.836 -0.591
51 C -7.647 0.022 -0.186
52 C -7.582 0.633 1.054
53 C -6.507 0.380 1.890
54 C -5.503 -0.481 1.488
55 H -4.666 -0.688 2.139
56 H -6.454 0.853 2.860
57 H -8.368 1.303 1.369
58 H -8.484 0.216 -0.842
59 H -6.694 -1.312 -1.561
60 H -4.301 -2.805 0.563
61 H -4.668 -2.469 -1.152
62 H -0.148 -1.044 2.256
63 H 1.257 1.027 2.129
64 H -0.101 1.428 -1.913
65 H -0.363 -2.458 -3.698
66 H -0.017 -2.660 -1.974
67 H -1.279 -1.544 -2.492

Löwdin atomic charge list, values in e, 8 entries:
1 C -0.06
2 C -0.22
3 H 0.12
4 H 0.12
5 O -0.07
6 C -0.31
7 C -0.18
8 C -0.14

(7)
Here is a structure of composition C39H33CdF3N8O4S from the Open Molecules 2025 dataset. Energies are from ωB97M-V/def2-TZVPD.

Computed properties:
Orbital gap: 4.886 eV
LUMO energy: 4.00 eV
HOMO: -0.0327 Ha
Total charge: -2

Atoms and positions in Å:
1 Cd -0.409 0.124 1.949
2 O -2.178 -0.252 3.288
3 C -2.907 0.762 3.672
4 C -4.196 0.491 4.218
5 C -5.054 1.483 4.675
6 C -4.666 2.816 4.616
7 C -3.401 3.104 4.097
8 C -2.511 2.143 3.621
9 C -1.141 2.630 3.133
10 N -0.076 1.686 3.464
11 C 1.232 2.264 3.412
12 C 2.221 1.190 3.788
13 N 2.188 0.037 2.857
14 C 2.574 -1.044 3.318
15 C 2.786 -2.319 2.576
16 C 3.268 -3.391 3.312
17 C 3.448 -4.655 2.771
18 C 3.125 -4.862 1.442
19 C 2.669 -3.806 0.677
20 C 2.520 -2.548 1.240
21 O 2.115 -1.448 0.493
22 H -4.480 -0.556 4.283
23 H -6.025 1.212 5.085
24 H -5.311 3.609 4.979
25 H -3.080 4.140 4.071
26 H -0.954 3.599 3.636
27 H 1.331 3.092 4.144
28 H 1.551 2.681 2.431
29 H 2.000 0.877 4.810
30 H 3.240 1.591 3.764
31 H 2.793 -1.119 4.387
32 H 3.501 -3.212 4.356
33 H 3.822 -5.465 3.385
34 H 3.235 -5.841 0.991
35 H 2.420 -3.951 -0.363
36 N 4.030 3.780 -3.226
37 C 2.842 3.011 -3.128
38 C 2.714 2.041 -2.137
39 C 1.565 1.272 -2.049
40 C 0.529 1.453 -2.961
41 C 0.650 2.421 -3.950
42 C 1.806 3.192 -4.038
43 S -1.009 0.553 -2.745
44 O -0.707 -0.838 -3.084
45 O -1.924 1.201 -3.651
46 N -1.228 0.611 -1.205
47 C -1.575 1.789 -0.476
48 N -0.930 1.870 0.716
49 C -1.091 3.052 1.594
50 C -2.224 3.927 1.132
51 C -2.784 3.692 -0.061
52 N -2.435 2.677 -0.956
53 H 4.525 3.845 -2.355
54 H 3.874 4.692 -3.614
55 H 3.516 1.911 -1.414
56 H 1.440 0.541 -1.258
57 H -0.189 2.570 -4.624
58 H 1.900 3.961 -4.804
59 H -0.150 3.628 1.581
60 H -2.559 4.746 1.765
61 H -3.600 4.333 -0.402
62 F 1.005 -1.846 -8.279
63 C 1.865 -2.657 -7.639
64 F 3.090 -2.491 -8.193
65 F 1.493 -3.936 -7.904
66 C 1.897 -2.399 -6.175
67 C 1.004 -1.527 -5.581
68 C 1.040 -1.312 -4.208
69 C 1.991 -1.964 -3.428
70 C 2.886 -2.845 -4.043
71 C 2.838 -3.063 -5.408
72 C 2.052 -1.767 -1.996
73 C 2.056 -1.573 -0.824
74 H 0.278 -1.002 -6.188
75 H 0.378 -0.592 -3.735
76 H 3.626 -3.354 -3.435
77 H 3.539 -3.740 -5.882
78 C -5.110 -1.371 0.903
79 N -3.820 -1.990 1.162
80 C -3.537 -2.977 2.081
81 C -2.184 -3.110 2.071
82 N -1.626 -2.217 1.167
83 C -2.653 -1.559 0.652
84 H -5.883 -2.135 0.850
85 H -5.060 -0.840 -0.044
86 H -5.353 -0.658 1.685
87 H -4.311 -3.475 2.648
88 H -1.571 -3.795 2.642
89 H -2.568 -0.792 -0.123

Löwdin atomic charge list, values in e, 8 entries:
1 Cd 1.44
2 O -0.25
3 C -0.39
4 C -0.07
5 C -0.16
6 C -0.16
7 C -0.09
8 C -0.12

(8)
Here is a structure of composition C2H14FeO6 from the Open Molecules 2025 dataset. Energies are from ωB97M-V/def2-TZVPD.

Computed properties:
⟨S²⟩: 8.77
Orbital gap (spin up / spin down): 8.660 / 7.344 eV
2S+1: 6
LUMO energy (spin up / spin down): -3.77 / -4.39 eV
HOMO (spin up / spin down): -0.4567 / -0.4312 Ha
Total charge: +1

Atoms and positions in Å:
1 Fe -6.475 3.749 -12.267
2 C -5.233 6.439 -13.538
3 O -5.391 5.295 -12.754
4 H -5.627 7.338 -13.065
5 H -4.192 6.627 -13.821
6 H -5.661 6.267 -14.535
7 C -4.633 1.448 -13.962
8 O -5.441 2.368 -13.297
9 H -4.828 1.527 -15.032
10 H -3.567 1.661 -13.802
11 H -4.762 0.450 -13.532
12 O -8.016 4.153 -13.648
13 H -8.965 3.983 -13.595
14 H -7.884 4.618 -14.487
15 O -5.390 3.129 -10.564
16 H -4.669 2.487 -10.620
17 H -5.731 3.047 -9.665
18 O -7.649 4.825 -11.029
19 H -7.815 4.603 -10.102
20 H -8.096 5.671 -11.172
21 O -7.660 2.104 -11.620
22 H -7.406 1.171 -11.655
23 H -8.505 2.122 -11.149

Löwdin atomic charge list, values in e, 8 entries:
1 Fe 0.92
2 C -0.21
3 O -0.34
4 H 0.07
5 H 0.08
6 H 0.07
7 C -0.19
8 O -0.34

(9)
Here is a structure of composition C4H7IN from the Open Molecules 2025 dataset. Energies are from ωB97M-V/def2-TZVPD.

Computed properties:
Orbital gap (spin up / spin down): 6.532 / 6.537 eV
LUMO energy (spin up / spin down): -6.45 / -6.45 eV
HOMO (spin up / spin down): -0.4772 / -0.4773 Ha
Total charge: +1

Atoms and positions in Å:
1 C -1.072 -2.868 -0.014
2 C -0.769 -1.815 -0.498
3 C 0.877 -0.478 -1.603
4 C -0.364 -0.503 -0.749
5 N 0.057 2.422 1.874
6 I -1.428 1.066 -0.094
7 H -1.327 -3.889 0.462
8 H 0.775 -1.071 -2.563
9 H 1.144 0.589 -1.748
10 H 1.669 -0.933 -1.019
11 H 0.872 1.853 1.913
12 H 0.101 3.275 1.354
13 H -0.535 2.354 2.684

Löwdin atomic charge list, values in e, 8 entries:
1 C 0.22
2 C -0.21
3 C -0.10
4 C -0.74
5 N -0.08
6 I 1.38
7 H 0.13
8 H 0.14

Computed max |F|, in the same sequence as the records: 1.12; 2.23; 2.26; 2.35; 3.87; 0.95; 5.79; 5.58; 3.68 eV/A.